No. 1
{
  "formula": "C16H28N3O4",
  "method": "wB97M-V/def2-TZVPD",
  "elements": ["C", "C", "O", "C", "O", "C", "C", "C", "N", "C", "C", "C", "C", "C", "O", "O", "N", "N", "C", "C", "C", "C", "C", "H", "H", "H", "H", "H", "H", "H", "H", "H", "H", "H", "H", "H", "H", "H", "H", "H", "H", "H", "H", "H", "H", "H", "H", "H", "H", "H", "H"],
  "positions_angstrom": [[1.8746, 2.4155, 2.2032], [2.4631, 1.3325, 1.2165], [2.5034, 1.9357, -0.0992], [3.1734, 1.0663, -0.9841], [4.2045, 1.3776, -1.4751], [2.4574, -0.2790, -1.3032], [1.0938, 0.0705, -2.0262], [-0.0088, -1.0247, -1.7285], [-1.0074, -0.6161, -0.7257], [-1.0876, -1.0666, 0.6082], [-0.2166, -2.0472, 1.4201], [0.1911, -3.3679, 0.6712], [0.6057, -4.5641, 1.6182], [0.9113, -4.1571, 3.0890], [0.0096, -4.1985, 3.8707], [2.1826, -3.8005, 3.5317], [-2.1273, -0.4464, 1.1623], [-2.6731, 0.3407, 0.2338], [-2.0079, 0.2883, -0.9464], [-2.3598, 1.1113, -2.2008], [-2.3533, 2.6400, -1.8008], [-3.6630, 3.1116, -1.0251], [-1.1162, 3.0662, -0.9153], [2.6875, 3.1715, 2.3474], [1.5834, 1.9119, 3.1532], [1.0177, 2.9134, 1.6874], [1.7721, 0.4441, 1.2715], [3.5142, 1.0484, 1.4940], [2.2298, -0.8453, -0.3598], [3.0523, -0.9592, -1.9578], [1.2951, -0.0064, -3.1291], [0.7230, 1.0985, -1.8195], [-0.5703, -1.1586, -2.6932], [0.4787, -1.9999, -1.5256], [0.6811, -1.4804, 1.7947], [-0.8069, -2.2833, 2.3470], [1.0889, -3.1176, 0.0418], [-0.6055, -3.6878, -0.0474], [1.5571, -4.9962, 1.1995], [-0.1559, -5.3693, 1.5188], [2.5156, -3.1302, 2.9024], [-3.4759, 0.9329, 0.4438], [-3.3671, 0.8202, -2.6039], [-1.6362, 0.9576, -3.0440], [-2.3000, 3.2410, -2.7427], [-4.4175, 2.2854, -1.1171], [-4.0640, 4.0274, -1.5169], [-3.3784, 3.3117, 0.0359], [-1.2138, 4.1770, -0.7759], [-1.1226, 2.6170, 0.1075], [-0.1317, 2.8880, -1.4064]],
  "forces_ev_per_angstrom": [[1.0534, -0.4196, -1.0357], [-0.6462, 0.7026, 1.2014], [0.3188, -1.6170, -0.2974], [-0.2794, -0.5191, 0.2421], [0.1251, 0.2242, -0.2260], [-1.0141, 0.4495, 0.3438], [0.2172, -1.1078, -0.3795], [0.2264, 0.7881, -2.1397], [0.1036, -0.1764, 0.5768], [-1.4193, 1.1128, 0.2285], [-0.3690, 0.1724, 0.0221], [0.7197, 0.5877, -0.2646], [1.6099, 0.0570, -1.0036], [-0.9931, -0.4427, 0.1292], [0.1755, 0.0302, 0.2945], [-1.0088, 0.4233, -1.4523], [1.0088, -1.0794, 0.3674], [0.9844, 0.0683, -1.7535], [-0.2927, -0.5501, 0.3587], [0.2289, 0.3208, 0.2726], [0.1411, 0.8006, 0.5049], [0.6386, -0.8696, -0.7112], [-0.2636, 0.5807, -0.5428], [-0.9203, -0.5213, 0.2020], [0.1741, 0.6345, -0.6432], [0.5370, -0.4594, 0.6273], [0.7353, 0.6201, -0.3751], [-1.0251, 0.0842, -0.0649], [0.2883, 0.6259, -0.7190], [-0.1687, 0.8785, 0.5997], [-0.2397, 0.2895, 0.9764], [0.3089, -0.8346, 0.0551], [0.3390, -0.0469, 1.0035], [-0.6784, 0.7452, 0.3494], [-0.6795, -0.5572, -0.4690], [0.3446, 0.2659, -0.9626], [-0.8156, -0.3022, 0.5099], [0.5435, 0.2017, 0.7845], [-0.9113, 0.3259, 0.2740], [0.4759, 0.7231, 0.8297], [0.3024, -0.6306, 0.2994], [0.3185, -0.2800, 0.0064], [0.8604, 0.1261, 0.5560], [-0.4345, -0.1300, 1.0329], [0.0109, -0.7312, 0.6304], [0.2894, 0.9549, 0.3109], [0.1926, -0.6971, 0.6529], [-0.6133, -0.0751, -0.7470], [0.2215, -1.0052, -0.0522], [-0.0115, 0.1712, -0.7987], [-0.7096, 0.0874, 0.3957]],
  "homo_ev": -13.047,
  "mol_weight_g_mol": 326.42,
  "smiles": "CCOC(=O)CCCn1c(CCCC(=O)O)n[nH+]c1CC(C)C",
  "multiplicity": 1,
  "energy_ha": -1091.42238,
  "total_charge": 1
}

---

No. 2
{
  "formula": "C16H28N4",
  "method": "wB97M-V/def2-TZVPD",
  "elements": ["C", "C", "C", "C", "N", "H", "H", "H", "H", "H", "H", "H", "C", "C", "C", "C", "N", "H", "H", "H", "H", "H", "H", "H", "C", "C", "C", "C", "N", "H", "H", "H", "H", "H", "H", "H", "C", "C", "C", "C", "N", "H", "H", "H", "H", "H", "H", "H"],
  "positions_angstrom": [[4.4718, 7.1610, -2.0545], [2.9173, 7.3466, -2.2643], [2.1570, 8.1657, -1.1769], [2.2736, 7.5736, 0.1059], [2.3385, 7.1720, 1.1403], [4.8736, 8.1678, -1.9405], [4.9178, 6.5421, -2.8331], [4.6323, 6.7794, -1.0462], [2.4729, 6.3537, -2.1956], [2.5593, 7.7282, -3.2205], [1.0767, 8.2330, -1.3057], [2.6363, 9.1435, -1.1306], [2.0440, -1.5072, 5.5290], [0.5379, -1.6659, 5.0916], [0.2716, -2.6102, 3.8894], [0.9743, -2.1472, 2.6560], [1.5616, -1.8238, 1.6948], [2.0212, -0.9876, 6.4869], [2.6537, -0.9449, 4.8216], [2.5445, -2.4742, 5.5779], [0.1713, -0.6683, 4.8498], [0.0552, -1.9961, 6.0113], [-0.8060, -2.6392, 3.7284], [0.4386, -3.6790, 4.0230], [-2.9211, 1.7257, -1.6676], [-2.7318, 2.7175, -0.4577], [-3.6308, 2.4352, 0.7569], [-5.0584, 2.3669, 0.4036], [-6.1795, 2.3685, 0.2049], [-3.9694, 1.5051, -1.8692], [-2.5447, 0.7436, -1.3815], [-2.5185, 2.1444, -2.5900], [-2.8600, 3.7052, -0.9007], [-1.7238, 2.7151, -0.0430], [-3.4444, 3.1396, 1.5676], [-3.3897, 1.4491, 1.1537], [-1.0276, -9.3050, -2.3334], [0.0318, -8.0774, -2.5190], [-0.4997, -6.8191, -3.2282], [-1.6878, -6.1751, -2.6370], [-2.5611, -5.5900, -2.1409], [-1.1572, -9.9199, -3.2240], [-1.9726, -9.0197, -1.8710], [-0.6681, -10.0183, -1.5917], [0.9407, -8.5279, -2.9178], [0.3204, -7.6814, -1.5454], [-0.8231, -7.0344, -4.2466], [0.2815, -6.0703, -3.3597]],
  "forces_ev_per_angstrom": [[-1.9430, 1.3790, 0.6199], [-0.5227, -1.0785, 0.5077], [1.0568, 0.1563, -1.1006], [0.1149, 1.4388, -2.9949], [0.3259, -2.0685, 4.7851], [0.5593, 0.0184, -0.7348], [0.0693, 0.2863, 0.2010], [-0.0367, -0.6566, -0.1734], [-0.0013, -0.2383, -0.2021], [0.6964, 0.1582, -0.1887], [0.1000, 0.2876, -0.7735], [-0.4239, 0.3147, 0.0544], [-0.8482, -0.1771, -0.8236], [1.7312, -0.1513, 0.2152], [-0.3196, 0.5618, -0.1026], [0.9232, 0.2284, -1.5434], [-1.4392, -0.6786, 2.3420], [0.3857, -0.1712, -0.0009], [-0.2597, 0.2645, -0.0698], [-0.1590, -0.1037, 0.4700], [-0.2078, -0.0932, -0.0443], [-0.5078, -0.2511, -0.3792], [-0.1114, 0.4719, -0.4280], [0.8067, 0.1002, 0.3573], [-0.2331, 0.0937, 1.4175], [-0.1236, -0.3535, -0.9899], [-0.2013, -0.4261, -0.7120], [1.2805, 0.5762, 0.7484], [-1.1525, -0.1314, -0.3935], [-0.2599, 0.4714, 0.1231], [0.5658, 0.0319, -0.4216], [0.3666, -0.3214, 0.1966], [-0.3517, 0.2491, 0.5276], [0.2184, -0.2295, -0.4005], [-0.2731, 0.1351, -0.1210], [0.1739, -0.0984, 0.0255], [1.2001, 1.0095, 0.5024], [-1.6758, -1.1571, 1.1872], [-0.3736, -0.5040, -1.1974], [-0.5472, 0.7918, 1.2367], [1.1704, -1.0081, -0.8269], [-0.2064, 0.4965, -0.2395], [-0.1627, 0.4415, -0.5809], [0.6090, 0.1109, 0.0482], [-0.0957, 0.5040, -0.5599], [-0.0369, -0.4844, 0.3465], [0.0997, -0.2614, -0.2250], [0.0201, 0.0656, 0.3157]],
  "homo_ev": -11.449,
  "mol_weight_g_mol": 276.43,
  "smiles": "CCCC#N.CCCC#N.CCCC#N.CCCC#N",
  "e_above_lowest_kj_mol": 156.9,
  "multiplicity": 1,
  "energy_ha": -845.38922,
  "total_charge": 0
}

---

No. 3
{
  "formula": "C16H28N4O3",
  "method": "wB97M-V/def2-TZVPD",
  "elements": ["O", "C", "N", "C", "C", "C", "C", "C", "C", "N", "C", "C", "N", "C", "O", "N", "C", "C", "O", "C", "C", "C", "C", "H", "H", "H", "H", "H", "H", "H", "H", "H", "H", "H", "H", "H", "H", "H", "H", "H", "H", "H", "H", "H", "H", "H", "H", "H", "H", "H", "H"],
  "positions_angstrom": [[-2.4991, -1.7701, 1.0347], [-2.4063, -0.5968, 0.7330], [-3.4754, 0.2433, 0.6967], [-3.5385, 1.4351, -0.1222], [-3.9380, 1.1533, -1.5747], [-5.2384, 0.3651, -1.7249], [-5.0964, -1.0903, -1.2716], [-5.3857, -1.3268, 0.2111], [-4.7444, -0.2932, 1.1502], [-1.1768, -0.0085, 0.3773], [-0.1393, -0.9635, 0.0239], [0.9635, -0.2046, -0.7112], [1.4895, 0.8301, 0.1535], [2.7935, 1.2556, 0.1587], [3.0967, 2.4200, 0.3312], [3.7371, 0.2659, -0.0617], [3.7228, -0.9879, 0.6713], [4.4843, -2.0313, -0.1508], [5.8059, -1.6139, -0.3960], [5.8335, -0.3716, -1.0647], [5.1054, 0.7107, -0.2675], [0.4623, 1.7740, 0.5414], [-0.6372, 1.0054, 1.2719], [-4.2670, 2.1125, 0.3348], [-2.5691, 1.9306, -0.1304], [-3.1311, 0.5966, -2.0565], [-4.0328, 2.1148, -2.0848], [-6.0413, 0.8550, -1.1709], [-5.5157, 0.3794, -2.7816], [-5.7795, -1.7191, -1.8466], [-4.0828, -1.4305, -1.4930], [-6.4635, -1.3139, 0.3857], [-5.0120, -2.3171, 0.4709], [-4.5747, -0.7657, 2.1217], [-5.4161, 0.5556, 1.2941], [-0.5784, -1.7264, -0.6202], [0.2678, -1.4608, 0.9173], [1.7563, -0.8742, -1.0367], [0.5215, 0.2680, -1.6016], [2.7048, -1.3154, 0.8696], [4.2426, -0.8570, 1.6334], [4.5577, -2.9745, 0.3930], [3.9614, -2.2005, -1.1058], [6.8870, -0.1178, -1.1885], [5.3625, -0.4723, -2.0546], [5.0873, 1.6532, -0.8140], [5.6145, 0.8695, 0.6933], [0.9142, 2.5267, 1.1880], [0.0435, 2.2735, -0.3433], [-1.4269, 1.6791, 1.6026], [-0.2008, 0.5274, 2.1638]],
  "forces_ev_per_angstrom": [[-0.0788, -0.3823, 0.0605], [0.2804, 0.3281, -0.0688], [-0.0703, 0.0104, 0.2318], [0.1557, 0.2278, -0.5093], [-0.1841, 0.1363, 0.2819], [0.2650, -0.1362, -0.1674], [-0.2423, 0.0504, 0.1380], [0.1811, 0.0011, -0.0324], [-0.1552, -0.3740, 0.1839], [-0.0836, -0.1914, -0.0388], [0.0768, -0.1037, -0.2828], [-0.1054, -0.3466, -0.0185], [-0.1576, 0.0346, 0.1264], [0.0383, -0.0868, -0.0766], [0.1153, 0.2870, 0.0425], [0.1374, 0.0556, -0.0830], [0.1073, -0.3614, -0.1115], [-0.2842, -0.0129, 0.2422], [0.1270, -0.0890, 0.0672], [0.0005, 0.3615, 0.0264], [0.1561, -0.0752, -0.2774], [-0.0510, 0.0978, 0.4224], [0.0788, 0.3723, -0.0309], [0.0905, -0.0157, 0.0044], [-0.1010, 0.0545, 0.0764], [0.0627, 0.0216, -0.0534], [0.0816, 0.0341, -0.0406], [-0.1338, 0.0775, -0.0169], [-0.0695, 0.0502, 0.0383], [0.0771, -0.0478, -0.0247], [0.0254, -0.0666, -0.0677], [-0.0461, -0.0243, 0.0124], [-0.0932, 0.0021, 0.0608], [-0.1122, 0.1009, -0.0395], [0.0671, -0.0194, 0.0228], [0.0833, 0.0186, 0.0453], [-0.0216, 0.0140, -0.0888], [-0.0278, 0.0299, 0.0158], [0.0682, -0.0972, 0.0135], [0.0105, -0.0119, 0.0041], [-0.1043, -0.0349, -0.0407], [-0.0753, 0.0418, -0.0412], [0.0041, 0.0004, 0.0883], [-0.0701, 0.0354, -0.0416], [0.0544, 0.0381, 0.0627], [0.0780, -0.0595, 0.0494], [-0.0345, 0.0376, -0.0702], [-0.0874, -0.0494, -0.0806], [0.0124, 0.0094, 0.0613], [0.0109, -0.0104, -0.0340], [-0.0566, 0.0675, -0.0412]],
  "homo_ev": -9.051,
  "mol_weight_g_mol": 324.42,
  "smiles": "O=C(N1CCCCCC1)N1CCN(C(=O)N2CCOCC2)CC1",
  "e_above_lowest_kj_mol": 131.3,
  "multiplicity": 1,
  "energy_ha": -1071.25410,
  "total_charge": 0
}

---

No. 4
{
  "formula": "C16H28N5O8P2STa",
  "method": "wB97M-V/def2-TZVPD",
  "elements": ["Ta", "C", "N", "C", "C", "N", "C", "S", "C", "C", "C", "C", "C", "N", "H", "H", "H", "H", "H", "H", "H", "H", "H", "C", "C", "O", "P", "O", "O", "O", "P", "O", "O", "O", "H", "H", "H", "H", "H", "H", "H", "C", "N", "C", "C", "O", "N", "C", "C", "H", "H", "H", "H", "H", "H", "H", "H", "H", "H", "H", "H"],
  "positions_angstrom": [[-0.0841, -0.5629, -0.1430], [0.5785, 2.4974, -4.7827], [1.2688, 2.6431, -3.5339], [2.1417, 3.6651, -3.2757], [2.5449, 3.5572, -1.9909], [1.9164, 2.4399, -1.4413], [1.1310, 1.8984, -2.4313], [0.0925, 0.4972, -2.3831], [1.9839, 2.1704, -0.0635], [3.0633, 2.6984, 0.6509], [3.0262, 2.7445, 2.0344], [1.8732, 2.3003, 2.6767], [0.9045, 1.6771, 1.9166], [0.9649, 1.5308, 0.5735], [1.2924, 2.4769, -5.6058], [-0.0778, 3.3561, -4.9391], [-0.0153, 1.5895, -4.7904], [2.4012, 4.3976, -4.0200], [3.1863, 4.2193, -1.4439], [3.9266, 3.0830, 0.1272], [3.8600, 3.1502, 2.5908], [1.7377, 2.4126, 3.7417], [0.0326, 1.2558, 2.3977], [-3.7361, -1.6146, 2.7044], [-2.9827, -1.8624, 1.4178], [-3.5386, -2.8127, 0.5444], [-2.9821, -0.4023, 0.2973], [-4.3680, -0.1176, -0.2910], [-2.5245, 0.9504, 0.9690], [-1.8812, -0.6092, -0.7259], [-1.1641, -2.1700, 1.5931], [-0.6690, -2.9954, 2.8059], [-0.6141, -0.7306, 1.7512], [-0.5215, -2.5838, 0.2816], [-4.7496, -1.2686, 2.4929], [-3.2327, -0.8607, 3.3080], [-3.8297, -2.5203, 3.3045], [-4.1139, -3.4483, 1.0012], [-4.8563, -0.7173, -0.8676], [-3.2289, 1.5682, 1.2134], [-0.8415, -3.9351, 2.9287], [4.9326, -2.0235, -1.3983], [3.4924, -1.8731, -1.2410], [2.7621, -1.8636, -2.4968], [2.8593, -1.7103, -0.0837], [1.6755, -1.0515, -0.1105], [3.2831, -2.1507, 1.0945], [4.3226, -3.1499, 1.2890], [2.6976, -1.6916, 2.3412], [5.2244, -1.4372, -2.2714], [5.2247, -3.0572, -1.5890], [5.4705, -1.6447, -0.5344], [3.1627, -2.6657, -3.1253], [2.8998, -0.9248, -3.0375], [1.6964, -2.0504, -2.3292], [4.5201, -3.7189, 0.3881], [3.9910, -3.8510, 2.0567], [5.2459, -2.6902, 1.6494], [1.9052, -0.9611, 2.1750], [3.4764, -1.2440, 2.9634], [2.2911, -2.5392, 2.8950]],
  "forces_ev_per_angstrom": [[3.4837, 2.2892, -1.2499], [-0.6204, -0.0046, -1.2072], [0.3073, -0.3496, 1.3229], [0.4218, 0.2511, 0.4995], [-0.0536, 0.2290, -0.5862], [-0.3428, -0.1033, -1.1483], [0.1232, -0.3614, 0.3954], [-0.1642, 0.4656, 0.4185], [0.1306, -0.1668, 0.9844], [-0.2793, -0.2391, -0.3270], [-0.3987, -0.1498, 0.0552], [0.0979, 0.0643, -0.2414], [0.0758, 0.0327, 0.3643], [-0.5549, -0.5287, -0.3803], [0.0471, -0.1110, 0.0988], [0.0087, -0.0742, 0.1150], [0.0272, -0.0206, -0.0248], [-0.0027, 0.0594, -0.0576], [0.0106, 0.0140, 0.1282], [-0.0492, 0.0356, -0.0278], [0.0243, 0.0552, 0.0223], [-0.0108, -0.0493, 0.0645], [0.1133, 0.0346, -0.0059], [-0.0771, 0.2283, 0.2906], [0.0381, -0.3670, -0.3864], [0.0622, -0.1901, -0.0321], [-2.0534, 1.3436, 0.7875], [0.3343, 0.1147, 0.2736], [-0.5573, -0.5807, 0.0056], [-1.4020, -0.6016, -1.3926], [-0.5790, -1.9560, 2.0096], [-0.3542, 0.7580, -0.2884], [0.1563, 1.0848, 0.5990], [0.2016, 0.5854, -0.9715], [0.0032, 0.0221, -0.0716], [-0.0046, 0.0433, 0.1314], [0.1429, -0.1074, -0.0668], [-0.0369, 0.0845, 0.0064], [-0.2995, -0.3496, -0.2264], [-0.1482, 0.3526, 0.1584], [-0.1172, -0.5075, 0.0833], [0.7360, -0.0781, -0.0349], [-0.7793, 0.2990, 0.7948], [-0.4065, -0.2411, -0.5328], [1.0743, -0.7271, -0.1010], [2.0035, -1.1869, -0.0816], [-0.7682, 0.5938, -0.7328], [0.6645, -0.5462, 0.0616], [-0.2219, 0.3392, 0.5609], [-0.0250, 0.0194, 0.0940], [-0.1045, 0.0222, 0.0190], [-0.0464, 0.0131, 0.0186], [-0.1351, 0.0831, 0.1271], [-0.0176, 0.0146, 0.1148], [0.3407, -0.0191, -0.1805], [-0.0698, 0.0511, -0.0299], [-0.1081, 0.0954, -0.0613], [-0.0686, 0.0156, -0.0932], [0.2761, -0.0856, 0.0983], [-0.0513, 0.0228, -0.0653], [0.0030, -0.0149, -0.0983]],
  "homo_ev": -20.180,
  "mol_weight_g_mol": 693.39,
  "e_above_lowest_kj_mol": 187.6,
  "multiplicity": 1,
  "energy_ha": -2638.95410,
  "total_charge": 4
}

---

no.,HOMO-LUMO gap (eV),lowest unoccupied orbital energy (eV)
1,10.0,-3.084
2,12.0,0.545
3,9.9,0.799
4,6.5,-13.683